Here is a structure of composition C19H15N4O2SV from the OMol25 dataset. Energies are from wB97M-V/def2-TZVPD.

Its expectation value of S² is 2.015. The calculation puts the largest force on an atom at 0.9 eV/A. The value obtained for the LUMO energy (spin up / spin down) is -0.2803 / -0.2678 Ha. As for the HOMO-LUMO gap (spin up / spin down): 7.3 / 7.7 eV. As for the multiplicity: 3. The calculated total energy is -66512.50717 eV. Its net charge is +2. The HOMO energy (spin up / spin down) is -14.88 / -14.94 eV.

The geometry in XYZ format:
```
42
Properties=species:S:1:pos:R:3:forces:R:3
V -0.76572 -0.52942 -0.87950 -0.20 -0.04 -0.39
C 2.95854 -4.04451 -1.49277 0.02 0.00 -0.02
N 2.18131 -3.75572 -0.28283 -0.09 0.01 0.07
C 2.19513 -4.52733 0.86004 -0.08 0.02 -0.05
C 1.36428 -3.95423 1.74161 0.10 -0.02 0.03
N 0.84845 -2.79572 1.14867 -0.11 -0.04 -0.10
C 1.36649 -2.71000 -0.11877 0.16 0.02 -0.02
S 1.23232 -1.53844 -1.38381 -0.05 0.15 0.17
C -0.06025 -1.93659 1.82933 -0.03 0.01 0.10
C -0.30357 -2.12025 3.18554 0.03 0.04 0.00
C -1.23753 -1.32433 3.82378 0.01 0.02 -0.06
C -1.91586 -0.34140 3.11200 0.05 -0.03 0.02
C -1.60277 -0.19795 1.78616 0.10 0.04 0.03
N -0.69170 -0.97269 1.15105 -0.17 -0.05 -0.47
H 3.31867 -5.06625 -1.42342 0.00 0.01 0.01
H 3.80105 -3.35944 -1.56389 -0.01 0.00 0.00
H 2.32169 -3.94275 -2.36747 -0.01 -0.01 0.00
H 2.78296 -5.42543 0.93202 -0.01 -0.01 0.02
H 1.09447 -4.28748 2.72322 -0.04 0.00 0.01
H 0.22033 -2.86374 3.76130 0.05 -0.02 -0.02
H -1.43200 -1.47456 4.87721 0.00 0.00 0.00
H -2.65604 0.29482 3.57403 0.00 0.00 0.00
H -2.08049 0.56666 1.17937 -0.02 0.00 0.04
O -4.17525 0.37347 -2.04444 0.06 -0.22 -0.13
C -2.99016 0.33217 -1.96769 -0.11 0.31 -0.08
O -2.23557 -0.79414 -1.95849 0.45 0.15 0.77
C -2.16769 1.60162 -1.81460 -0.12 0.20 -0.14
C -2.72643 2.83386 -2.14082 0.10 0.01 0.04
C -1.95072 3.95616 -1.97828 0.01 -0.01 0.00
C -0.64149 3.85443 -1.46701 0.02 -0.08 0.01
C 0.19092 4.98181 -1.26203 -0.01 0.01 -0.02
C 1.44522 4.82660 -0.75022 0.01 0.04 0.00
C 1.93166 3.54113 -0.42298 -0.02 -0.02 -0.01
C 1.15915 2.42977 -0.61247 -0.03 0.01 -0.01
C -0.14085 2.57101 -1.13778 0.07 0.02 0.01
N -0.92500 1.46747 -1.33653 -0.17 -0.54 0.16
H -3.73882 2.86596 -2.51596 0.00 0.00 -0.01
H -2.33816 4.93317 -2.24012 -0.01 0.00 0.01
H -0.18820 5.96216 -1.51951 0.01 0.01 0.01
H 2.08011 5.68755 -0.59431 -0.01 0.01 0.00
H 2.93250 3.44243 -0.02499 0.00 -0.02 0.00
H 1.53901 1.44013 -0.38466 0.02 0.01 0.01
```
Forces are in eV/Å.

=====

Here is an isolated molecule of C19H15N5S2 from the OMol25 dataset. Energies are from wB97M-V/def2-TZVPD.

The calculation puts the largest force on an atom at 7.1 eV/A. The value obtained for the LUMO energy is 0.0081 Ha. As for the HOMO-LUMO gap: 8.1 eV. The calculated total energy is -49065.22845 eV. The HOMO energy is -7.88 eV.

The geometry in XYZ format:
```
41
Properties=species:S:1:pos:R:3:forces:R:3
C -3.20868 -1.57620 5.41657 0.44 -1.66 -0.40
C -2.22707 -0.71210 4.64886 -2.60 -0.59 -1.02
C -2.14354 -0.59402 3.21886 2.31 0.58 3.33
C -0.97587 0.11123 3.02240 -1.33 0.25 2.81
C -0.68064 0.59451 1.71006 1.28 2.66 1.22
C -0.65763 1.95460 1.38233 -1.14 -0.51 -0.71
N -0.25510 2.35818 0.15057 -2.18 2.37 5.56
C 0.11307 1.50648 -0.68195 1.13 -1.77 -3.00
N 0.63643 2.18028 -1.75998 0.08 -2.09 -3.23
C 0.05685 0.09996 -0.49614 0.29 0.08 -1.30
C 0.42171 -0.99533 -1.39262 -0.85 -1.41 2.11
C 0.69197 -0.87656 -2.82178 1.65 0.66 -0.08
C 0.04261 -1.56993 -3.85272 -1.98 -1.39 0.24
C 0.50897 -1.48859 -5.16377 -0.52 0.93 1.04
C 1.44643 -0.49635 -5.38265 -0.75 -1.03 -2.24
S 1.90604 0.01756 -6.95966 0.12 -0.02 -1.49
C 3.01713 1.19323 -6.34928 -1.51 -2.24 5.03
N 3.02154 1.13851 -5.00453 -0.11 0.63 -0.89
C 2.05369 0.22221 -4.42818 2.99 2.11 -0.96
C 1.77744 -0.04584 -3.10100 -0.18 0.34 -0.33
C 0.45909 -2.18321 -0.68460 -0.85 2.35 0.47
S -0.05738 -2.00889 1.02896 0.35 -0.12 -1.69
C -0.31032 -0.31233 0.76295 0.94 -1.08 -0.87
N -0.50530 0.43514 4.37475 2.55 2.43 -6.20
C 0.71785 1.08951 4.87509 0.52 0.15 0.64
N -1.31547 0.01984 5.21172 -1.91 -2.70 4.58
H -4.18941 -1.20982 5.70211 -0.02 0.54 -0.26
H -2.75100 -1.96523 6.32445 0.19 0.39 0.24
H -3.37775 -2.54903 4.85756 0.05 1.25 0.22
H -2.84828 -0.85099 2.51230 -1.11 -0.79 -1.39
H -1.22530 2.71082 1.96723 1.03 -0.61 0.00
H 0.47276 3.14701 -1.57887 -0.19 0.62 -0.53
H 0.33119 1.78617 -2.69530 0.73 1.15 1.51
H -0.93083 -2.12851 -3.55248 2.01 0.65 -0.76
H 0.14562 -1.93536 -6.06136 -0.79 -0.75 0.04
H 3.69502 1.79510 -6.89857 0.27 0.43 -0.49
H 2.31056 0.50287 -2.34465 0.04 -0.15 0.25
H 0.73551 -3.10104 -1.11806 0.15 -1.09 -0.15
H 0.94264 2.10600 4.46227 -0.51 -0.96 0.03
H 0.54363 1.19969 5.98967 0.27 -0.18 -1.42
H 1.61182 0.43042 4.70947 -0.84 0.58 0.12
```
Forces are in eV/Å.

=====

Here is an isolated molecule of C19H15NO2S2 from the OMol25 dataset. Energies are from wB97M-V/def2-TZVPD.

The calculation puts the largest force on an atom at 5.3 eV/A. The value obtained for the LUMO energy is -0.0305 Ha. The energy above the lowest of the compared OMol25 structures with the same formula, charge and spin is 18.2 kJ/mol. As for the HOMO-LUMO gap: 7.3 eV. The calculated total energy is -47197.68965 eV. The HOMO energy is -8.18 eV.

The geometry in XYZ format:
```
39
Properties=species:S:1:pos:R:3:forces:R:3
O -0.56278 -0.44476 -2.98031 1.80 -1.08 3.30
S 0.28859 -0.17093 -1.77883 -1.87 3.75 -2.65
O 0.45118 1.29880 -1.64396 0.59 -2.66 0.22
N -0.47250 -0.73832 -0.29179 1.24 0.08 -0.58
C -0.14648 -0.24567 0.84322 0.78 1.77 0.13
S 1.18698 1.07551 1.10962 1.13 -1.81 -0.23
C 0.38355 2.48762 1.62285 -2.21 1.89 0.06
C 0.97987 3.64388 2.16559 0.31 -0.65 0.24
C 0.27609 4.76947 2.64341 1.04 -1.00 -0.21
C -1.08211 4.83166 2.44039 1.23 -0.27 0.21
C -1.66824 3.74366 1.80825 0.27 0.86 -0.11
C -0.98029 2.62275 1.38250 -1.95 -0.71 -0.61
C -0.70405 -0.79315 2.10558 -1.43 -2.00 0.64
C -0.69540 -0.36317 3.45263 -1.60 -0.88 0.33
C -1.35739 -1.13572 4.51922 1.67 1.68 -1.74
C -1.78537 -2.43417 4.30021 0.47 2.25 -0.26
C -1.83219 -2.76431 2.96870 0.13 0.41 -0.46
C -1.42158 -2.00864 1.89073 0.62 0.39 0.13
C 1.88730 -1.06976 -1.95384 -0.67 1.60 0.90
C 1.83115 -2.35040 -2.47869 -4.02 1.14 -0.06
C 2.94765 -3.05399 -2.41414 2.87 -3.01 -0.90
C 4.18446 -2.54710 -2.12498 1.84 3.26 0.89
C 4.31722 -1.12620 -1.71329 -3.46 -3.84 -1.18
C 3.08513 -0.43355 -1.53614 1.55 -1.08 -0.50
H 2.04075 3.59696 2.14676 0.94 0.33 0.59
H 0.76102 5.58995 3.19880 0.10 -0.58 -0.68
H -1.44946 5.79142 2.74780 -1.34 -0.11 -0.09
H -2.66377 3.84504 1.50416 -1.51 -0.10 -0.23
H -1.64288 1.89961 0.78656 1.51 0.77 1.00
H -0.43741 0.65280 3.69908 0.46 0.11 0.06
H -1.51478 -0.53482 5.39354 0.14 -0.35 0.71
H -2.24608 -3.10948 4.99838 0.06 0.19 0.46
H -2.40210 -3.61038 2.90681 -1.08 -2.44 -1.44
H -1.59573 -2.28576 0.84495 0.01 -0.27 0.68
H 0.86332 -2.80319 -2.90222 1.54 0.97 0.91
H 2.98132 -4.09267 -2.71863 -0.41 -0.09 -0.13
H 5.08862 -3.18106 -2.27772 -0.84 0.64 0.35
H 5.27091 -0.71983 -1.58504 1.09 0.78 0.43
H 3.23160 0.55752 -1.11987 -1.03 0.07 -0.17
```
Forces are in eV/Å.

=====

Here is a structure of composition C19H16AlN6O4S from the OMol25 dataset. Energies are from wB97M-V/def2-TZVPD.

The calculation puts the largest force on an atom at 0.4 eV/A. The value obtained for the LUMO energy is -0.1565 Ha. As for the HOMO-LUMO gap: 7.5 eV. The calculated total energy is -54527.28099 eV. Its net charge is +1. The HOMO energy is -11.78 eV.

The geometry in XYZ format:
```
47
Properties=species:S:1:pos:R:3:forces:R:3
Al 0.84522 -1.49460 -0.52550 0.15 0.21 0.24
N 4.24944 1.00736 -0.59018 0.04 -0.11 0.01
C 3.06663 0.40278 -0.72836 -0.05 0.23 -0.01
S 3.07125 -1.34103 -0.89995 -0.07 0.09 -0.08
N 2.00318 1.19381 -0.73891 0.01 -0.41 -0.03
N 0.86294 0.46418 -0.89587 0.08 0.03 0.09
C -0.22918 1.01407 -1.28915 -0.21 0.00 -0.04
C -0.39998 2.44813 -1.60084 -0.08 -0.17 -0.02
C -0.88822 2.82522 -2.85045 -0.01 0.04 -0.03
C -1.04900 4.16852 -3.15475 0.00 -0.02 0.02
C -0.74482 5.13401 -2.20521 -0.01 0.00 0.01
C -0.26431 4.75945 -0.95697 0.00 -0.01 -0.02
C -0.08106 3.41981 -0.65753 0.06 0.04 0.04
C -1.34120 0.03089 -1.45022 0.24 0.07 0.01
C -2.63521 0.37582 -1.76611 -0.16 0.02 -0.04
C -3.57692 -0.63773 -1.91856 -0.04 0.08 -0.02
C -3.20134 -1.95768 -1.75069 -0.02 -0.02 -0.02
C -1.88922 -2.23315 -1.41196 0.05 0.07 0.02
N -0.98580 -1.25913 -1.26122 0.05 0.04 -0.02
H 5.10265 0.47970 -0.64096 -0.01 0.01 0.01
H 4.28526 2.01314 -0.56820 -0.01 0.01 -0.01
H -1.12265 2.07110 -3.59342 0.02 0.03 0.01
H -1.41156 4.45988 -4.13146 0.00 0.00 0.01
H -0.88032 6.18170 -2.43893 0.01 -0.01 0.00
H -0.02163 5.51330 -0.21989 -0.01 -0.01 -0.01
H 0.32070 3.12931 0.30439 -0.02 0.00 -0.02
H -2.89710 1.41664 -1.89261 -0.03 -0.04 0.02
H -4.59985 -0.39000 -2.17107 0.02 0.00 0.01
H -3.90475 -2.76848 -1.87415 0.01 0.02 0.01
H -1.53212 -3.24114 -1.25297 0.01 0.01 -0.02
C 0.74300 0.71917 2.64633 -0.01 -0.04 -0.04
C 0.64828 -0.76093 2.54594 -0.01 0.04 0.13
N 0.62776 -1.48624 1.43782 -0.03 -0.26 -0.16
C 0.55741 -2.81739 1.82178 -0.04 0.04 -0.14
C 0.51813 -2.89154 3.17299 0.06 0.01 0.04
N 0.57540 -1.58978 3.60101 0.01 0.10 0.07
C 0.43412 -3.98354 4.18667 -0.22 -0.11 0.07
O 0.35483 -5.22246 3.74337 0.03 0.17 -0.29
O 0.40817 -3.67752 5.34917 0.09 0.01 -0.02
C 0.56916 -3.83807 0.74407 0.11 0.09 -0.22
O 0.50304 -5.02525 0.97059 -0.11 -0.04 0.21
O 0.65794 -3.28698 -0.44110 0.02 -0.16 0.12
H 0.96545 1.14082 1.66896 0.01 0.00 0.00
H 1.54081 1.00491 3.33142 0.00 -0.02 0.01
H -0.19109 1.14237 3.01759 -0.01 -0.01 -0.01
H 0.56800 -1.34402 4.58330 0.01 -0.01 -0.01
H 0.36855 -5.26936 2.75184 0.08 -0.03 0.16
```
Forces are in eV/Å.

=====

Here is an isolated molecule of C19H16BrClFN3O5 from the OMol25 dataset. Energies are from wB97M-V/def2-TZVPD.

The calculation puts the largest force on an atom at 4.3 eV/A. The value obtained for the LUMO energy is 0.0103 Ha. As for the HOMO-LUMO gap: 8.9 eV. The calculated total energy is -119952.69422 eV. The HOMO energy is -8.62 eV.

The geometry in XYZ format:
```
46
Properties=species:S:1:pos:R:3:forces:R:3
C 0.73235 -1.27892 -5.66587 -0.44 -0.37 -0.35
C 0.75665 -2.27693 -4.53399 0.70 0.06 -0.56
O 0.89551 -1.51431 -3.34325 0.26 0.54 0.87
C 0.62425 -2.08475 -2.16801 -2.13 -3.74 -0.21
O 0.20164 -3.26219 -2.04187 1.68 3.61 -0.11
N 0.75289 -1.13947 -1.16587 -0.56 -1.52 1.44
C 0.23454 -1.31170 0.14551 -0.15 1.21 0.19
O 0.01870 -2.54570 0.69184 0.00 0.94 0.40
C -0.50875 -2.27715 1.95527 -0.57 -1.81 1.06
C -0.90894 -3.17937 2.98932 -0.12 1.00 -0.06
Br -0.68986 -5.08309 2.84189 -0.05 0.87 -0.07
N -1.47531 -2.71002 4.10987 0.69 -0.95 -1.06
C -1.62943 -1.39954 4.30581 -0.67 1.42 -0.64
C -1.24164 -0.43253 3.36911 0.42 -1.60 -0.37
C -0.67863 -0.92668 2.17557 0.31 0.12 0.46
C -0.13661 -0.29433 1.01951 -0.12 -1.66 -0.91
N -0.16752 1.08123 0.82862 1.11 0.06 0.07
C 0.65086 1.87140 1.65320 -1.15 2.99 -0.99
O 0.49745 3.10178 1.62846 0.85 -2.26 0.44
O 1.53613 1.19848 2.40377 -0.35 -0.17 -0.94
C 2.42144 2.02503 3.16601 0.94 1.20 1.24
C 3.57255 1.20397 3.82647 -1.64 -0.44 -0.64
C -0.99667 1.59394 -0.21283 -0.90 0.84 -1.69
C -0.61805 2.64075 -1.09241 -0.45 -0.32 -0.25
C -1.44060 3.06274 -2.17115 -1.18 -1.70 1.18
C -2.70421 2.44408 -2.39333 1.29 -0.31 1.02
F -3.49964 2.83259 -3.40428 0.37 -0.14 0.51
C -3.06809 1.37394 -1.54089 -0.61 0.75 -0.75
Cl -4.66137 0.58893 -1.69970 1.17 0.53 -0.07
C -2.23164 0.96963 -0.51752 0.61 -0.29 0.71
H 0.64848 -1.81667 -6.61334 -0.03 0.00 0.04
H -0.12192 -0.59256 -5.60308 0.32 -0.10 0.11
H 1.67212 -0.74643 -5.69203 0.12 0.39 0.03
H 1.62076 -2.92962 -4.63863 0.17 -0.06 0.10
H -0.09306 -2.92028 -4.49368 -0.83 -0.22 0.18
H 0.71845 -0.21055 -1.52255 0.12 0.80 0.06
H -2.22905 -1.06258 5.17859 0.78 -0.54 -0.40
H -1.31734 0.62360 3.48802 -0.30 0.53 0.38
H 2.86075 2.85871 2.54040 -0.75 -0.96 0.54
H 1.81218 2.47806 3.98863 0.48 -0.16 -0.76
H 3.97654 1.78402 4.64322 0.03 0.10 0.26
H 3.16640 0.23996 4.19606 0.27 0.59 -0.01
H 4.37202 0.98234 3.13946 0.22 -0.06 -0.37
H 0.35397 3.10687 -0.98459 -0.15 0.09 0.15
H -1.12372 3.84203 -2.82083 0.21 0.49 -0.39
H -2.55453 0.09127 0.03509 0.05 0.22 0.17
```
Forces are in eV/Å.

=====

What is the formula in the second record? C19H15N5S2

=====

Which value of calculated total energy does entry 2 give? -49065.22845 eV

=====

Number 5 is which compound? C19H16BrClFN3O5